[1]
Molecular formula: C22H26BI2N3O9S
Method: DFT, ωB97M-V with the def2-TZVPD basis set

ORCA input file:
```
! RIJCOSX wB97M-V def2-TZVPD def2/J DEFGRID3
* xyz 0 1
C -2.4175 -2.3519 -1.1231
C -1.0206 -2.0187 -0.3856
C 0.1490 -3.0662 -0.6962
C 0.7575 -2.9849 -2.1822
C 0.1763 -4.2590 -3.0121
N 0.5166 -1.6835 -2.8848
S -0.5236 -1.7376 -4.3106
C 1.0783 -0.5248 -2.5008
N 0.8173 0.7215 -3.2134
C -0.4819 1.3229 -2.8408
O -1.1697 1.8665 -3.7755
O -1.0251 1.3005 -1.5805
N 1.9739 -0.4538 -1.3322
O 3.1608 -1.1357 -1.5857
B 3.6172 -1.7653 -0.3409
O 3.3432 -1.2560 0.9733
O 4.3565 -3.0024 -0.4369
C 2.4190 0.9637 -1.1069
I 3.9174 1.9400 -2.3958
C 1.9268 1.7587 -0.0353
C 2.4415 3.2841 0.1393
I 0.4773 0.9631 1.4147
H -2.3979 -2.1853 -2.2504
H -3.1710 -1.5806 -0.7064
H -2.8503 -3.3766 -0.8191
H -1.2437 -2.1130 0.7443
H -0.7450 -0.9218 -0.5516
H -0.3230 -4.1169 -0.5991
H 1.0069 -3.0564 0.0728
H 1.8905 -3.1932 -2.1010
H -0.9610 -4.2856 -3.0368
H 0.6635 -4.3542 -4.0440
H 0.5264 -5.1849 -2.4171
H 0.3430 -1.5241 -5.3786
H 0.9487 0.6410 -4.2294
H 2.3673 -1.3814 1.1183
H 4.1199 -3.5133 0.3768
H 1.8745 3.8155 0.9692
H 3.5795 3.3393 0.2385
H 2.1509 3.8156 -0.8415
C -1.9267 -3.7859 3.9275
C -2.5616 -3.6332 5.0901
C -2.0165 -2.7615 6.1529
O -2.5936 -2.6233 7.2140
C -0.7419 -2.0651 5.8760
C -0.1075 -2.2183 4.7132
C -0.6523 -3.0896 3.6508
O -0.0736 -3.2284 2.5868
H -2.3110 -4.4206 3.1387
H -3.4960 -4.1352 5.3085
H -0.3573 -1.4305 6.6645
H 0.8271 -1.7161 4.4945
C -0.6410 7.5633 0.1357
C -1.8213 7.6856 -0.4722
C -2.6245 6.4977 -0.8340
O -3.7002 6.6092 -1.3902
C -2.0690 5.1701 -0.4943
C -0.8884 5.0484 0.1138
C -0.0858 6.2357 0.4753
O 0.9920 6.1260 1.0329
H -0.0395 8.4219 0.4072
H -2.2426 8.6502 -0.7272
H -2.6699 4.3109 -0.7657
H -0.4685 4.0832 0.3682
*
```

Properties
Highest occupied orbital energy: -8.0 eV
HOMO-LUMO gap: 0.224 Ha
Lowest unoccupied orbital energy: -1.92 eV

[2]
Molecular formula: C22H26BaN2O13
Method: DFT, ωB97M-V with the def2-TZVPD basis set

ORCA input file:
```
! RIJCOSX wB97M-V def2-TZVPD def2/J DEFGRID3
* xyz -2 1
Ba 0.2354 0.1683 1.3883
O 4.3234 -1.0237 1.9364
C 3.3865 -0.8379 1.1590
O 2.2468 -1.4176 1.1855
C 3.6417 0.1465 -0.0090
C 2.6107 0.1100 -1.1501
C 3.2525 0.6296 -2.4418
C 3.3638 2.1448 -2.1332
C 2.7177 2.2169 -0.7408
O 1.7128 1.1949 -0.8251
C 3.6828 1.6764 0.3319
C 3.2105 2.1960 1.7095
O 3.9316 3.0231 2.2696
O 2.0556 1.8094 2.0929
H 4.6238 -0.1394 -0.3916
H 2.0438 -0.8116 -1.2447
H 4.2156 0.1574 -2.6400
H 2.5928 0.4422 -3.2892
H 4.3916 2.5091 -2.1193
H 2.7970 2.7385 -2.8517
H 2.2487 3.1655 -0.4889
H 4.6846 2.0771 0.1867
O 0.1707 -2.2490 -2.4550
C -0.9045 -2.2317 -3.0171
C -2.1435 -1.5883 -2.5989
C -3.2462 -1.8249 -3.4087
C -4.4891 -1.3136 -3.0966
C -4.6625 -0.5370 -1.9278
C -3.6021 -0.2768 -1.1214
C -2.2675 -0.7581 -1.4134
O -1.3044 -0.4571 -0.6796
N -5.6033 -1.5784 -3.9559
O -5.4284 -2.2537 -4.9676
O -6.6960 -1.1020 -3.6640
H -1.0049 -2.7366 -4.0061
H -3.1366 -2.4304 -4.3000
H -5.6477 -0.1599 -1.6930
H -3.7149 0.3119 -0.2197
C -2.8891 3.6944 1.7649
C -1.7729 3.1622 2.6490
C -1.4111 4.1600 3.7425
O -0.6525 2.9735 1.7789
C -2.2413 1.8330 3.3258
O -3.2964 1.8970 3.9680
O -1.4887 0.8305 3.1616
H -2.6066 4.6641 1.3470
H -3.8035 3.7872 2.3475
H -3.0690 3.0035 0.9386
H -1.1226 5.1165 3.2988
H -0.5719 3.7844 4.3337
H -2.2633 4.3013 4.4062
H 0.1684 2.8924 2.2914
C 1.7130 -4.0952 -0.2446
N 0.8236 -4.0064 0.8941
C 1.3751 -4.4061 2.1712
C -0.2220 -3.1543 0.8636
O -0.9024 -2.8355 1.8288
H 1.9399 -5.1432 -0.4623
H 2.6384 -3.5546 -0.0335
H 1.2421 -3.6423 -1.1161
H 1.6963 -5.4499 2.1259
H 0.6109 -4.2901 2.9350
H 2.2281 -3.7665 2.4163
H -0.4113 -2.7456 -0.1418
*
```

Properties
Energy relative to the best compared isomer or geometry (same formula, charge and spin): 0.256 eV
Highest occupied orbital energy: -3.6 eV
HOMO-LUMO gap: 0.282 Ha
Lowest unoccupied orbital energy: 4.07 eV

[3]
Molecular formula: C22H26BrN9O5Ti
Method: DFT, ωB97M-V with the def2-TZVPD basis set

ORCA input file:
```
! RIJCOSX wB97M-V def2-TZVPD def2/J DEFGRID3
* xyz -2 1
Ti 1.3486 0.1197 -0.9886
O 1.5514 2.2707 -4.9044
C 0.9039 1.3445 -5.6465
C 0.7159 1.6303 -6.9969
C 0.0691 0.7289 -7.8242
C -0.4015 -0.4725 -7.3059
C -0.2196 -0.7564 -5.9645
C 0.4311 0.1307 -5.1082
C 0.6039 -0.2067 -3.6805
O 1.1112 0.7084 -2.8507
N 0.2165 -1.3459 -3.2317
N 0.4138 -1.3728 -1.8822
C 0.1194 -2.5171 -1.1981
C 0.3644 -2.4216 0.1338
C 0.1281 -3.4227 1.1376
C 0.4293 -3.1798 2.4317
C 0.9967 -1.9054 2.7919
C 1.2092 -0.9773 1.8279
N 0.9124 -1.1745 0.5063
H 1.5789 1.9195 -3.9765
H 1.0911 2.5720 -7.3774
H -0.0695 0.9657 -8.8726
H -0.9123 -1.1816 -7.9460
H -0.5790 -1.6795 -5.5304
H -0.3217 -3.3688 -1.6989
H -0.2860 -4.3751 0.8296
H 0.2605 -3.9397 3.1862
H 1.2604 -1.6782 3.8152
H 1.6386 -0.0113 2.0694
N 0.7339 2.2217 -0.5491
C 1.8745 3.1283 -0.3915
C 3.0667 2.3656 0.1651
O 4.0699 2.9825 0.5384
N 2.8817 1.0441 0.1177
C 4.0291 0.1985 0.3591
C 4.0808 -0.8476 -0.7463
O 5.0497 -1.5817 -0.8781
O 3.0205 -0.8838 -1.4908
H 0.0555 2.5304 -1.2417
H 0.2024 2.1642 0.3181
H 1.6559 3.9799 0.2560
H 2.1681 3.5071 -1.3738
H 3.9638 -0.3197 1.3228
H 4.9592 0.7714 0.3562
Br -2.0324 0.8160 -0.6053
C -2.4287 -1.6018 4.3908
C -3.7014 -0.7620 4.4030
C -3.9426 -0.1499 5.7789
C -3.6725 0.2988 3.3009
N -2.5187 1.1698 3.3623
C -1.4210 1.1179 2.6133
N -0.6396 2.1251 2.9316
N -1.2874 2.7888 3.9139
N -2.4185 2.2335 4.1790
H -2.5020 -2.4253 5.1040
H -1.5680 -0.9912 4.6694
H -2.2195 -2.0211 3.4061
H -4.5524 -1.4065 4.1517
H -3.1274 0.5262 6.0447
H -4.0069 -0.9318 6.5379
H -4.8689 0.4288 5.7977
H -4.5652 0.9246 3.3432
H -3.6349 -0.1820 2.3220
H -1.2685 0.3776 1.8476
*
```

Properties
Energy relative to the best compared isomer or geometry (same formula, charge and spin): 0.721 eV
Highest occupied orbital energy: -0.4 eV
HOMO-LUMO gap: 0.175 Ha
Lowest unoccupied orbital energy: 4.33 eV

[4]
Molecular formula: C22H26Cl3GeN2O5SSiZn
Method: DFT, ωB97M-V with the def2-TZVPD basis set

ORCA input file:
```
! RIJCOSX wB97M-V def2-TZVPD def2/J DEFGRID3
* xyz -2 2
Zn -1.5662 -1.2991 0.4459
O 0.6509 -0.7146 0.9695
C 0.6575 -0.5617 2.3636
C -0.0356 -1.7379 2.9987
C 0.3701 -2.2703 4.2143
C -0.3309 -3.3358 4.7533
C -1.4091 -3.8550 4.0563
C -1.7483 -3.2768 2.8452
N -1.0829 -2.2388 2.3377
H 0.6315 0.2370 0.5718
H 0.1205 0.3528 2.6482
H 1.6806 -0.4922 2.7527
H 1.2295 -1.8470 4.7177
H -0.0303 -3.7625 5.7027
H -1.9910 -4.6872 4.4262
H -2.5840 -3.6561 2.2727
O -0.8729 1.7249 -0.6471
S -2.1441 1.7063 0.3467
O -2.1067 2.8787 1.1748
O -1.9315 0.4885 1.1891
O -3.2361 1.5609 -0.5710
N 0.3792 1.7266 0.0784
C 1.2980 2.5197 -0.5133
C 2.4454 2.8249 0.2991
C 3.7100 3.1689 -0.2409
C 4.8042 3.3945 0.5695
C 4.7128 3.2818 1.9575
C 3.4807 2.9317 2.5086
C 2.3763 2.7061 1.7116
C 1.2209 2.9400 -1.9165
C 0.7258 2.0815 -2.9106
C 0.6716 2.4778 -4.2349
C 1.1031 3.7442 -4.6160
C 1.5831 4.6118 -3.6428
C 1.6352 4.2176 -2.3155
H 3.8270 3.2331 -1.3148
H 5.7542 3.6500 0.1112
H 5.5758 3.4570 2.5880
H 3.3790 2.8454 3.5857
H 1.4191 2.4667 2.1541
H 0.3801 1.0972 -2.6281
H 0.2855 1.7908 -4.9786
H 1.0537 4.0536 -5.6532
H 1.9066 5.6098 -3.9173
H 1.9903 4.9091 -1.5612
Cl -6.7777 -1.6749 1.6973
Ge -4.8369 -2.5220 0.8503
Cl -5.7195 -3.2941 -1.1094
Cl -4.9592 -4.5880 1.9790
C -2.5232 -1.9323 -2.9648
Si -1.4649 -2.5680 -1.5405
C 0.3328 -2.5761 -2.1485
C -1.9145 -4.3886 -1.2698
H -2.3410 -2.4944 -3.8866
H -2.3127 -0.8768 -3.1523
H -3.5817 -2.0187 -2.7122
H 0.4491 -3.1716 -3.0601
H 0.9908 -2.9877 -1.3794
H 0.6829 -1.5623 -2.3556
H -1.7793 -4.9721 -2.1864
H -2.9551 -4.4996 -0.9549
H -1.2785 -4.8268 -0.4951
*
```

Properties
Energy relative to the best compared isomer or geometry (same formula, charge and spin): 2.515 eV
Highest occupied orbital energy (alpha / beta): -0.4 / -3.0 eV
HOMO-LUMO gap (alpha / beta): 0.162 / 0.258 Ha
Lowest unoccupied orbital energy (alpha / beta): 4.04 / 4.04 eV

| no. | E_tot (Ha) |
| --- | --- |
| 1 | -2713.5849 |
| 2 | -1967.3038 |
| 3 | -5146.6976 |
| 4 | -7264.3890 |